The following is a quantum chemistry calculation of C2HFN2O2 in the gas phase at a distorted geometry, from the OMol25 dataset.

The geometry in XYZ format:
```
8
Properties=species:S:1:pos:R:3:forces:R:3:mulliken_charge:R:1
O -2.3951 -0.0755 0.0226 0.53 1.04 -0.28 -0.590
N -1.2201 0.1805 -0.0757 5.84 -4.69 0.37 0.630
O -0.6058 1.3674 -0.0560 -2.41 1.28 0.00 -0.075
N 0.7203 1.3703 0.0022 1.07 -1.38 0.25 -0.268
C 1.1607 0.0783 0.0676 -3.01 2.10 -0.63 -0.407
C 0.1701 -0.8144 -0.0392 -4.69 2.79 0.13 0.475
F 0.0032 -2.0896 -0.0526 -0.10 -0.48 0.00 -0.222
H 2.1666 -0.0171 0.1312 2.78 -0.66 0.17 0.457
```
Positions in Å, forces in eV/Å.

Values from the calculation:
HOMO energy (alpha / beta)	-8.8305 / -8.8334	eV
energy relative to the best compared isomer or geometry (same formula, charge and spin)	159.88	kcal/mol
SMILES	[O-][n+]1oncc1F



The following is a quantum chemistry calculation of 2 unconnected molecules or ions with the total composition C3H2N4O at a distorted geometry, from the OMol25 dataset.

The geometry in XYZ format:
```
10
Properties=species:S:1:pos:R:3:forces:R:3:mulliken_charge:R:1
C -1.4836 -0.2314 -0.0746 0.24 -1.17 1.22 0.486
C 0.6841 0.1610 0.0741 3.89 4.00 -0.34 0.747
C 2.1088 -0.1029 -0.0096 1.46 -1.78 0.66 0.140
H -3.3865 -0.6924 0.0854 1.39 -0.34 -0.23 0.259
H -1.8657 1.9536 0.7681 2.51 -3.07 -3.88 0.386
N -2.4218 -1.1097 0.0459 0.42 2.84 -0.40 -0.602
N -1.1558 1.1402 -0.2119 -3.52 3.42 4.21 -0.273
N 0.2176 1.3264 0.0486 -0.71 2.76 -0.40 -0.481
N 3.1779 -0.5699 -0.0056 -1.99 1.27 -0.15 -0.362
O -0.1661 -0.7163 0.0085 -3.68 -7.92 -0.69 -0.301
```
Positions in Å, forces in eV/Å.

Values from the calculation:
HOMO energy	-9.7369	eV
energy relative to the best compared isomer or geometry (same formula, charge and spin)	63.15	kcal/mol



The following is a quantum chemistry calculation of C3H5N3O3 in the gas phase at a distorted geometry, from the OMol25 dataset.

The geometry in XYZ format:
```
14
Properties=species:S:1:pos:R:3:forces:R:3:mulliken_charge:R:1
N -2.4965 -0.8471 0.2114 -0.72 0.03 -2.28 -0.552
C -1.1925 -0.4399 -0.0827 1.08 0.08 1.95 0.304
N -0.2400 -1.5302 -0.1862 0.96 2.02 0.00 -0.162
C 1.0128 -0.9364 -0.0925 2.97 0.79 1.15 0.324
O 2.1390 -1.3819 0.1673 -2.12 -0.08 -0.76 -0.615
N 0.8390 0.4745 -0.2442 -1.65 0.09 -0.59 0.190
O 1.7460 1.4441 0.1985 -0.16 -0.49 0.53 -0.419
C -0.5663 0.7669 -0.0314 0.92 -2.45 -0.73 -0.150
O -1.1340 1.9745 -0.0528 1.19 2.01 0.55 -0.507
H -3.0165 -0.2066 0.7998 0.14 0.11 -0.25 0.267
H -2.9013 -0.8820 -0.7512 -0.69 -0.21 1.42 0.302
H -0.3573 -2.3989 0.3312 -0.21 0.39 -0.21 0.288
H 2.5321 1.4648 -0.3753 -0.62 -0.49 -0.15 0.353
H -0.5063 2.7060 0.2640 -1.08 -1.81 -0.61 0.376
```
Positions in Å, forces in eV/Å.

Values from the calculation:
HOMO energy	-7.8050	eV
energy relative to the best compared isomer or geometry (same formula, charge and spin)	70.33	kcal/mol
SMILES	Nc1[nH]c(=O)n(O)c1O



The following is a quantum chemistry calculation of a molecular structure, C7H10CoF2O2PS4 at a distorted geometry, from the OMol25 dataset.

The geometry in XYZ format:
```
27
Properties=species:S:1:pos:R:3:forces:R:3:mulliken_charge:R:1
Co 1.2208 0.5113 1.0280 -0.12 -0.34 0.72 0.214
O 0.2694 4.6746 -3.9108 -0.45 0.89 -0.79 -0.563
C 0.4107 3.9549 -2.9828 0.00 -2.30 2.06 0.510
S 1.9079 3.0207 -2.6227 -0.07 0.91 -0.66 -0.202
C 1.4641 2.3248 -1.1071 -1.16 -0.47 0.70 0.386
C 0.1598 2.4230 -0.7012 1.03 0.76 -1.30 0.114
S -0.6910 1.8643 0.6834 0.46 -0.01 1.05 -0.614
S -0.8596 3.3634 -1.7462 0.11 1.31 -1.56 -0.189
S 2.7296 1.4670 -0.2753 0.63 0.24 -0.50 -0.485
F 0.3536 0.5382 3.6210 -0.77 -0.32 0.49 -0.299
C 1.5782 0.6095 2.9582 0.45 0.32 0.51 0.183
F 2.0486 1.8882 3.3166 0.25 -0.35 0.12 -0.315
H 2.2057 -0.1266 3.4941 0.10 0.32 -0.01 0.201
C -1.6402 -1.7691 1.4649 -1.75 -0.54 0.40 -0.937
P -0.4565 -1.7459 0.1328 2.15 0.17 -1.97 1.232
C -0.3205 -3.3360 -0.9077 -2.20 0.79 4.10 -1.302
C -1.0777 -0.6557 -1.1886 -0.50 0.05 2.12 -1.189
O 0.9830 -1.4575 0.6255 -2.00 -0.39 -0.42 -0.839
H -2.6917 -2.1336 1.1994 1.54 0.26 0.05 0.357
H -1.8000 -0.7603 1.8933 0.55 -0.38 -0.34 0.258
H -1.2113 -2.4241 2.2295 -0.21 0.13 0.08 0.323
H -1.2767 -3.8472 -0.7870 -0.28 0.08 -0.74 0.378
H 0.3267 -3.9673 -0.3548 1.28 -0.51 -0.01 0.359
H -0.0713 -3.0452 -1.8657 0.64 0.25 -1.91 0.401
H -1.3126 0.3552 -0.8232 -0.16 -0.60 -0.02 0.175
H -1.9648 -1.1774 -1.5033 -0.35 -0.09 -0.84 0.429
H -0.2840 -0.5493 -1.8702 0.80 -0.17 -1.35 0.417
```
Positions in Å, forces in eV/Å.

Values from the calculation:
<S²>	3.761
HOMO energy (alpha / beta)	-3.4038 / -3.5211	eV
energy relative to the best compared isomer or geometry (same formula, charge and spin)	7.76	kcal/mol
net charge	-1
spin multiplicity	4



The following is a quantum chemistry calculation of C5H7NSe in the gas phase at a distorted geometry, from the OMol25 dataset.

The geometry in XYZ format:
```
14
Properties=species:S:1:pos:R:3:forces:R:3:mulliken_charge:R:1
C 2.4998 -0.6384 1.0577 -1.59 0.87 2.18 -0.923
Se 1.9719 -0.0261 -0.7602 1.41 0.08 0.93 0.081
C 0.1454 0.0521 -0.5383 -3.27 1.88 1.92 0.100
C -0.8178 0.7084 0.7005 2.56 -2.94 -6.77 -0.407
C -2.0070 0.6821 0.0817 1.82 -0.10 -0.23 -0.544
N -1.9819 0.3154 -1.2475 -0.66 0.14 1.19 -0.046
C -0.7202 -0.0887 -1.5948 0.20 0.21 1.33 -0.725
H 1.5809 -1.1556 1.4747 1.07 0.40 -0.62 0.261
H 3.2771 -1.3647 0.9594 0.52 -0.35 -0.09 0.347
H 2.7854 0.1225 1.9246 -0.46 -1.07 -2.37 0.252
H -0.4649 0.8744 1.6414 0.48 0.53 2.28 0.500
H -2.8308 0.8297 0.6516 -3.02 0.64 0.79 0.425
H -2.8303 0.1218 -1.7592 0.36 0.01 0.02 0.244
H -0.6076 -0.4329 -2.5915 0.58 -0.28 -0.56 0.435
```
Positions in Å, forces in eV/Å.

Values from the calculation:
HOMO energy	-7.4786	eV
energy relative to the best compared isomer or geometry (same formula, charge and spin)	16.56	kcal/mol
SMILES	C[Se]c1cc[nH]c1



The following is a quantum chemistry calculation of C8H8S in the gas phase at a distorted geometry, from the OMol25 dataset.

The geometry in XYZ format:
```
17
Properties=species:S:1:pos:R:3:forces:R:3:mulliken_charge:R:1
C 0.2722 -0.3722 1.9848 1.61 -0.47 0.36 -0.762
C -0.2126 -0.6628 -0.3206 2.29 -0.64 0.73 0.485
C -0.4019 -0.0069 0.8506 -1.50 -1.24 -1.95 0.893
C 2.7558 -1.6064 1.0808 -0.77 1.11 0.06 -0.293
C 2.3609 -1.4208 -0.1583 -1.41 -0.46 -1.97 -0.517
C 0.8777 -1.5562 -0.7069 0.61 -1.50 -0.13 -0.273
C 0.2259 -0.5937 -1.7149 -0.01 1.01 -0.59 -0.665
C -1.4560 1.0150 1.0141 -0.53 1.10 -1.10 -1.274
S 1.6730 -1.2074 2.3432 0.19 -0.92 0.78 0.010
H 0.0203 0.2441 2.7905 -0.33 0.66 1.65 0.360
H 3.0012 -1.4042 -1.0480 0.36 0.41 0.51 0.293
H 0.7460 -2.6533 -0.9078 -0.52 1.19 0.21 0.291
H -0.3901 -0.9268 -2.5590 0.22 -0.18 0.47 0.261
H 0.7551 0.3532 -1.9310 -0.14 -0.64 -0.08 0.242
H -2.0217 1.0916 0.0005 1.19 0.66 1.70 0.297
H -2.2515 0.6397 1.7041 0.86 0.71 -0.05 0.320
H -0.8225 1.9187 1.3744 -2.13 -0.80 -0.61 0.334
```
Positions in Å, forces in eV/Å.

Values from the calculation:
HOMO energy (alpha / beta)	-7.7735 / -8.1260	eV
energy relative to the best compared isomer or geometry (same formula, charge and spin)	108.94	kcal/mol



The following is a quantum chemistry calculation of 2 unconnected molecules or ions with the total composition C6H16O3S2Si at a distorted geometry, from the OMol25 dataset.

The geometry in XYZ format:
```
28
Properties=species:S:1:pos:R:3:forces:R:3:mulliken_charge:R:1
C 2.9302 -2.3412 -0.0118 0.36 -0.86 -3.24 -0.828
C -0.0865 0.3115 2.4615 0.45 -0.81 -3.37 -0.381
C -0.5886 2.4411 -1.6409 -4.58 -1.86 1.79 -0.590
C -3.6764 1.2634 -0.7666 0.89 -0.12 1.91 -0.778
C 3.0271 -0.8822 -0.1639 0.11 -0.38 1.27 -0.255
C -0.2518 -1.1969 -0.8773 -0.46 0.59 -0.45 -0.192
O -1.2001 0.0958 1.6151 -1.03 -0.07 -2.04 -0.295
O -0.2478 1.5950 -0.5710 0.20 -1.61 1.69 -0.372
O -2.6351 0.2729 -0.6873 -0.39 0.29 0.43 -0.283
Si -1.1075 0.2340 -0.0318 0.04 0.71 -1.32 0.396
S 3.1965 0.2006 1.1423 0.95 -0.74 1.66 -0.273
S -0.1792 -2.7829 -0.3217 0.05 -1.16 -2.19 -0.217
H 3.6327 -2.6762 0.7076 0.91 -0.47 0.65 0.408
H 3.1930 -2.8707 -1.0894 -0.76 1.15 2.75 0.203
H 1.9383 -2.7024 0.3117 0.43 0.14 -0.22 0.127
H 0.7801 -0.1074 1.9367 0.11 -0.52 0.95 -0.043
H -0.3847 -0.1116 3.3483 0.15 -0.66 2.40 0.305
H 0.1055 1.3271 2.4053 0.41 2.24 0.98 0.266
H -1.4084 1.8291 -2.2031 1.59 1.76 0.02 0.252
H 0.2326 2.7612 -2.1465 2.35 0.39 -1.86 0.262
H -1.0245 3.3189 -1.1515 -0.34 0.19 -0.59 0.219
H -3.3077 2.1245 -1.1939 1.06 1.73 -2.04 0.335
H -3.9524 1.7880 0.1657 -0.21 -1.35 0.51 0.311
H -4.5407 0.9483 -1.3037 -0.43 -0.73 -0.23 0.301
H 2.6238 -0.2900 -0.9108 -0.74 0.36 -2.06 0.515
H -0.1541 -1.2412 -1.9797 0.07 0.54 0.70 0.373
H 3.6471 -0.7180 2.0967 -0.36 0.91 -0.79 0.131
H -0.5614 -2.5908 0.8600 -0.84 0.35 2.70 0.102
```
Positions in Å, forces in eV/Å.

Values from the calculation:
HOMO energy (alpha / beta)	-6.8394 / -7.2948	eV
energy relative to the best compared isomer or geometry (same formula, charge and spin)	73.11	kcal/mol



The following is a quantum chemistry calculation of 2 unconnected molecules or ions with the total composition C2H9N3O, from the OMol25 dataset.

The geometry in XYZ format:
```
15
Properties=species:S:1:pos:R:3:forces:R:3:mulliken_charge:R:1
C -1.3962 1.6892 0.0418 -0.01 -0.03 -0.05 -1.060
N -0.3989 -1.5875 -1.0539 -0.42 0.52 0.17 -0.166
C -0.5378 0.4647 -0.1834 -0.22 0.14 -0.27 -0.269
N -1.1153 -0.5173 -0.9480 0.62 -0.46 0.20 -0.297
H -0.8731 -2.3751 -1.4739 0.01 0.11 -0.02 0.242
H 0.3444 -1.7243 -0.3231 0.11 0.20 0.10 0.331
H 0.5160 0.6843 -0.4744 -0.05 -0.16 0.07 0.502
H -2.3869 1.4146 0.4066 0.05 0.01 -0.01 0.297
H -0.9297 2.3351 0.7876 -0.02 -0.05 -0.04 0.349
H -1.5190 2.2715 -0.8749 0.01 -0.03 0.05 0.265
N 2.0801 -0.4250 0.5994 -0.08 0.11 -0.18 -0.351
O 1.0132 -1.1178 1.1758 -0.19 0.07 -0.17 -0.701
H -0.0914 -0.1450 0.7708 0.30 -0.32 0.04 0.487
H 2.5427 0.1260 1.3193 -0.03 -0.14 -0.03 0.182
H 2.7519 -1.0935 0.2303 -0.06 0.03 0.14 0.189
```
Positions in Å, forces in eV/Å.

Values from the calculation:
HOMO energy (alpha / beta)	-7.6506 / -7.6528	eV
energy relative to the best compared isomer or geometry (same formula, charge and spin)	126.59	kcal/mol